[1]
A molecular structure, C16H19FN2O3 at a distorted geometry, computed with wB97M-V/def2-TZVPD.

## Properties
E ... -28726.158 eV
ΔE to the lowest compared entry with this formula, charge and spin ... 370.3 kcal per mole
Frontier orbital gap ... 8.59 eV
Max |F| ... 0.3593 hartree/bohr

```
! wB97M-V def2-TZVPD RIJCOSX def2/J DEFGRID3
* xyz 0 1
C 2.57744 -5.45077 -1.80632
H 2.43829 -5.41849 -0.74327
H 3.36837 -5.78165 -2.14446
H 1.72803 -5.96493 -2.36795
O 2.60307 -3.97811 -2.49034
C 1.57449 -3.38143 -2.05443
C 1.71120 -2.09150 -2.42905
C 0.37860 -1.15570 -2.36096
C -0.73646 -1.63368 -1.68052
C -0.70843 -2.85475 -1.14073
C 0.19092 -3.93406 -1.30166
H 0.15026 -4.90125 -1.09346
H -1.51414 -3.11777 -0.73470
C -1.86277 -0.67971 -1.22397
N -1.57855 0.12722 -0.18955
C -0.74775 1.20219 0.02812
O -0.32014 1.99190 -0.98378
C -0.62622 1.61981 1.48120
N -1.46970 0.53800 2.11132
C -1.78904 -0.49033 1.29505
O -2.43636 -1.44831 1.32987
H -1.41806 0.21365 3.17160
C 0.69752 1.73602 1.94263
C 1.20596 3.14984 2.21998
C 0.28441 4.11769 0.84585
C -1.03354 4.20788 1.09740
C -1.38664 3.00994 1.71782
H -2.73309 2.71074 1.55650
H -1.37990 2.97815 2.90125
H -1.33164 4.21320 0.10691
H -1.45275 5.00298 1.59401
H 0.89389 5.17437 0.92160
H 0.82411 3.71941 0.06823
H 2.32152 3.41067 2.02553
H 0.83710 3.61963 3.02628
H 1.23294 1.32622 1.19036
H 0.83488 1.29390 2.64075
H -2.61952 -1.26786 -0.91977
H -1.93257 0.04802 -2.07696
H 0.51126 -0.32748 -2.53974
F 2.71301 -1.53366 -2.99065
*
```

Atom charges from the Löwdin analysis, given in e for atoms 1 to 2: 0.10, 0.09

=====

[2]
A molecular structure, C16H19FN2O4Rh at a distorted geometry, computed with wB97M-V/def2-TZVPD.

## Properties
E ... -33790.754 eV
Frontier orbital gap ... 6.82 eV
Max |F| ... 0.0484 hartree/bohr

```
! wB97M-V def2-TZVPD RIJCOSX def2/J DEFGRID3
* xyz 1 1
Rh 0.62034 -0.05613 -1.70479
C -1.08998 1.14589 -1.82526
C -0.57906 1.27259 -0.50397
C 0.74759 1.77994 -0.59344
C 1.06927 1.96567 -1.97970
C -0.08070 1.60624 -2.73427
C -0.28296 1.74069 -4.20731
C 2.35024 2.51090 -2.52271
C 1.66545 2.07739 0.53487
C -1.29885 0.96461 0.75230
C -2.45397 0.73285 -2.27478
H -0.97937 2.55568 -4.41475
H -0.71395 0.83294 -4.63024
H 0.64652 1.94966 -4.73034
H 2.46064 3.55965 -2.23704
H 2.38113 2.45384 -3.60716
H 3.21055 1.97185 -2.12515
H 2.35300 1.24281 0.67879
H 1.12475 2.22094 1.46889
H 2.25793 2.96413 0.30934
H -1.63920 1.91372 1.17842
H -0.64541 0.50359 1.49166
H -2.16673 0.33369 0.58241
H -3.00136 1.60124 -2.64871
H -3.03466 0.29265 -1.46697
H -2.39690 0.00728 -3.08498
F -1.97209 -5.07002 2.80467
C -1.33366 -3.91461 2.93500
C -0.20348 -3.65849 2.29026
N 0.46927 -2.44524 2.45212
C 1.61419 -2.10445 1.63315
C 1.27230 -1.39882 0.35040
O 2.14562 -0.67182 -0.19968
O 0.14798 -1.55241 -0.21531
C -0.06768 -1.42289 3.18883
O 0.41257 -0.29814 3.19546
N -1.19707 -1.74633 3.90018
C -1.94812 -2.92856 3.82591
O -2.98020 -3.06323 4.42530
H 0.25636 -4.38015 1.63067
H 2.16059 -3.01849 1.39770
H 2.27813 -1.45782 2.19912
H -1.57900 -1.01287 4.48110
*
```

Atom charges from the Löwdin analysis, given in e for atoms 1 to 2: 1.21, -0.27

=====

[3]
A molecular structure, C16H19MnN5O2, computed with wB97M-V/def2-TZVPD.

## Properties
E ... -59751.719 eV
Expectation value of S² ... 8.755
ΔE to the lowest compared entry with this formula, charge and spin ... 0.0 kcal per mole
Frontier orbital gap (alpha / beta) ... 8.83 / 8.65 eV
Max |F| ... 0.0138 hartree/bohr

```
! wB97M-V def2-TZVPD RIJCOSX def2/J DEFGRID3
* xyz 2 6
Mn -0.02538 -0.14014 0.47729
N 1.93552 -0.95383 -0.18701
C 1.90333 -2.45551 -0.13512
C 0.47074 -2.93728 -0.00387
C -0.39395 -2.63358 -1.23268
C -1.83854 -2.33584 -0.86813
N -1.94329 -0.94606 -0.30404
H 2.16729 -0.64307 -1.12475
H 2.70119 -0.61477 0.38615
H 2.49797 -2.78628 0.71266
H 2.36016 -2.86797 -1.03337
H 0.03938 -2.48176 0.90146
H 0.45039 -4.00606 0.20779
H -0.33892 -3.46680 -1.93190
H -0.00661 -1.76804 -1.78719
H -2.19171 -3.03326 -0.11056
H -2.48994 -2.43459 -1.73187
H -2.72923 -0.89406 0.33652
H -2.19495 -0.31480 -1.05975
O 0.02610 6.15569 4.80102
N -0.00054 5.87540 3.62899
O 0.06930 6.67286 2.71684
C -0.00744 4.42079 3.27941
C -0.01028 3.57862 4.32231
C -0.01962 2.16198 4.12424
C -0.02258 1.25549 5.20160
C -0.03415 -0.09048 4.94967
C -0.04325 -0.51724 3.62252
N -0.04038 0.31649 2.59087
C -0.02752 1.65373 2.83105
C -0.02261 2.56617 1.70770
N -0.02858 2.01334 0.46418
C -0.02281 2.80408 -0.60042
C -0.01334 4.18832 -0.49551
C -0.00806 4.76361 0.74785
C -0.01231 3.95276 1.90821
H -0.00748 3.98207 5.32566
H -0.01633 1.63293 6.21734
H -0.03776 -0.81931 5.74841
H -0.05781 -1.57574 3.39476
H -0.02595 2.32568 -1.57211
H -0.01015 4.79708 -1.38930
H -0.00020 5.83417 0.84617
*
```

Atom charges from the Löwdin analysis, given in e for atoms 1 to 2: 0.98, -0.02

=====

[4]
A molecular structure, C16H19N10OSTl, computed with wB97M-V/def2-TZVPD.

## Properties
E ... -49365.552 eV
ΔE to the lowest compared entry with this formula, charge and spin ... 0.0 kcal per mole
Frontier orbital gap ... 7.96 eV
Max |F| ... 0.0016 hartree/bohr

```
! wB97M-V def2-TZVPD RIJCOSX def2/J DEFGRID3
* xyz 2 1
Tl 0.30599 -0.00389 0.28062
N 2.58599 0.81758 4.06999
C 1.69432 0.60779 3.10071
S 2.40312 0.37074 1.50209
N 0.42987 0.61906 3.45639
N -0.45237 0.38580 2.47139
C -1.70151 0.41776 2.71418
C -2.64508 0.16369 1.61357
C -4.01319 0.18772 1.83827
C -4.87342 -0.06685 0.78108
C -4.34119 -0.34039 -0.46914
C -2.96390 -0.34431 -0.61280
N -2.13582 -0.09636 0.39970
H 3.57344 0.83237 3.88674
H 2.25258 0.96073 5.01078
H -2.07508 0.62719 3.71211
H -4.39111 0.39928 2.82952
H -5.94414 -0.05522 0.93370
H -4.97486 -0.55187 -1.31838
H -2.50227 -0.56224 -1.56898
N -0.64358 4.00396 -1.56496
C -0.63165 4.59225 -0.32380
C -0.38624 3.58841 0.56586
N -0.25495 2.40835 -0.11454
C -0.41024 2.68648 -1.38993
C -0.30503 1.61518 -2.36608
N -0.01133 0.38754 -1.97635
C 0.01397 -0.40350 -3.09981
C -0.27400 0.36540 -4.18268
N -0.47010 1.64082 -3.70011
H -0.78305 4.49631 -2.43240
H -0.79124 5.64770 -0.19164
H -0.29302 3.64341 1.63701
H 0.23219 -1.45600 -3.05197
H -0.35138 0.13254 -5.22981
H -0.69712 2.44260 -4.26651
N 0.70943 -4.38315 -0.22317
C -0.54176 -4.39489 0.34338
C -0.90068 -3.09275 0.46912
N 0.11811 -2.29759 -0.02016
C 1.07839 -3.11135 -0.42330
H 1.26416 -5.19309 -0.45195
H -1.05102 -5.30608 0.60099
H -1.80814 -2.68101 0.87236
H 2.01773 -2.80686 -0.85397
O 2.93008 -0.80934 -1.40138
H 3.70405 -0.74000 -0.82856
H 3.25833 -0.58672 -2.28020
*
```

Atom charges from the Löwdin analysis, given in e for atoms 1 to 2: 0.81, 0.11

=====

[5]
A single C16H19N3O3S molecule at a distorted geometry, computed with wB97M-V/def2-TZVPD.

## Properties
E ... -38348.510 eV
SMILES ... CCN(CC(=O)NCc1ccncc1)S(=O)(=O)c1ccccc1
ΔE to the lowest compared entry with this formula, charge and spin ... 40.7 kcal per mole
Frontier orbital gap ... 9.73 eV
Max |F| ... 0.0208 hartree/bohr

```
! wB97M-V def2-TZVPD RIJCOSX def2/J DEFGRID3
* xyz 0 1
C -0.71408 -0.15866 -2.13128
C 0.70852 0.31752 -1.85507
N 0.90758 0.86044 -0.52909
C 0.39333 2.17206 -0.21193
C -1.13042 2.20724 -0.01502
O -1.86908 2.83638 -0.74587
N -1.53942 1.49303 1.04525
C -2.93920 1.30125 1.34596
C -3.48140 -0.01431 0.84180
C -4.78891 -0.10294 0.37674
C -5.25773 -1.32709 -0.07102
N -4.52425 -2.42693 -0.08724
C -3.28147 -2.34222 0.35405
C -2.71153 -1.17174 0.83243
S 1.23680 -0.22553 0.67768
O 0.98110 0.43264 1.93402
O 0.57898 -1.47829 0.44102
C 2.99718 -0.45320 0.47735
C 3.47810 -1.60887 -0.10610
C 4.84341 -1.75260 -0.29473
C 5.70479 -0.74207 0.10196
C 5.21013 0.41174 0.69125
C 3.84625 0.55988 0.87879
H -0.76862 -0.58242 -3.13083
H -1.41692 0.66725 -2.06696
H -0.99348 -0.92181 -1.40972
H 1.40224 -0.52259 -1.94259
H 0.99997 1.08513 -2.57909
H 0.65617 2.86021 -1.02020
H 0.87451 2.49269 0.71419
H -0.84630 1.00502 1.59856
H -3.07855 1.35882 2.43136
H -3.48503 2.12396 0.87456
H -5.42574 0.76846 0.35939
H -6.26912 -1.43444 -0.44125
H -2.70819 -3.25929 0.32376
H -1.68744 -1.17454 1.17141
H 2.77878 -2.37985 -0.38911
H 5.23340 -2.65120 -0.74783
H 6.76848 -0.85543 -0.04437
H 5.88616 1.19272 1.00418
H 3.43100 1.43959 1.34364
*
```

Atom charges from the Löwdin analysis, given in e for atoms 1 to 2: -0.05, -0.23